[1]
113
Properties=species:S:1:pos:R:3:forces:R:3 method="wB97M-V/def2-TZVPD" e_tot_ha=-74969.12983 gap_ev=6.7 largest_force_ev_per_a=9.47 homo_energy_ev=-9.06 charge=0 lumo_energy_ev=-2.32
Br -6.3942 -0.6602 5.2261 -0.27 -0.17 0.33
Br 1.9606 8.0316 7.2343 0.01 -0.44 0.06
Br -6.8453 -1.2694 8.3582 -0.20 -0.03 -0.49
Br -4.2686 0.8076 -10.2847 0.27 -0.14 0.27
Br -3.4477 -1.1493 -7.8596 0.07 0.33 -0.35
Br -8.1692 -3.1912 6.1360 0.23 0.45 0.10
Br -3.7283 -7.8720 5.2750 0.34 0.14 -0.39
Br 1.7980 -0.3122 -10.3901 0.54 -0.12 -0.56
Br -3.6952 -5.6704 -3.5900 -0.04 0.01 -0.45
Br 7.7197 0.3721 -14.2627 -0.13 0.47 0.10
Br -2.4335 -4.1894 -6.1589 -0.24 -0.38 0.21
Br -3.6244 -2.8780 7.0179 0.17 -0.16 0.57
Br 3.6494 5.3895 7.9773 -0.43 0.21 -0.11
Br 1.3576 6.6287 12.0939 -0.26 -0.40 0.19
Br 6.2587 3.0924 -15.1846 0.25 -0.25 0.35
Br -0.8481 -8.4095 3.9333 -0.45 0.34 0.01
Br 3.0597 1.1688 -12.9590 -0.21 -0.38 0.17
Br 0.7050 -0.9975 -13.3431 0.37 0.19 0.33
Br -2.9566 -3.3729 10.1314 0.07 -0.12 -0.51
Br -2.1634 -5.5983 7.9398 -0.12 0.47 0.05
Br 0.0959 5.1477 14.6628 0.07 -0.01 -0.49
Br 6.9266 2.5975 -12.0711 0.09 -0.11 -0.48
Br -0.9971 4.4625 11.7098 0.31 0.16 0.30
Br -4.7882 -6.3557 -6.5430 0.37 0.19 0.30
Br 0.4445 5.4010 8.3140 0.46 0.22 -0.21
Br -3.0114 -6.5621 2.4194 0.07 -0.33 0.31
Br -1.1676 0.1055 -9.7599 -0.98 0.08 0.24
Br -2.8965 1.8556 2.9416 1.71 -0.89 -1.88
Cl -0.2319 -5.4476 -2.3275 -0.53 0.10 1.48
P 4.9572 3.3737 -0.5365 4.64 1.99 1.87
F 1.6065 4.9236 3.9786 1.15 2.67 -0.99
O -0.6310 4.1569 2.1002 3.12 -5.10 -5.52
O -0.5024 -0.0640 -6.4261 8.14 -4.00 2.71
O 2.4646 1.3024 -2.0432 -4.82 2.61 6.01
O 5.9661 4.5193 -0.0291 -4.28 -4.31 -1.91
O 1.6119 -1.2896 -6.9542 -1.00 2.83 1.86
O 4.5017 2.2724 0.7794 -0.06 2.38 -2.23
O -0.3346 -2.2059 5.1555 -0.77 -2.04 -2.71
O 0.0448 -3.9706 3.5711 -5.92 4.95 3.03
O 5.8133 2.3384 -1.6991 -2.06 0.10 3.82
C 0.8514 -1.4585 -1.8627 -0.14 -0.08 -0.28
C 2.0844 3.3794 -0.6297 -2.81 0.92 2.47
C 1.2453 4.0925 0.3921 1.88 -1.04 -2.39
C 7.4745 2.2690 -13.9085 0.21 0.10 -0.02
C 2.2417 -0.4596 -12.2783 0.22 -0.15 -0.11
C -0.8237 -5.5365 -0.5654 0.17 -0.35 1.92
C -3.3841 -1.2758 1.9088 -0.33 0.74 0.41
C -2.9186 0.3690 -8.9545 0.15 0.19 0.20
C -7.6019 -1.3817 6.5697 -0.26 0.07 0.14
C 0.4451 0.9809 -0.3331 -2.09 -0.71 1.30
C -0.4243 1.8271 0.8194 -1.22 -3.09 -0.58
C -2.4649 -3.1602 3.7158 -0.72 0.72 0.82
C 0.0220 -0.5852 -0.7418 -1.09 0.79 1.89
C -2.3213 -7.1558 4.1386 0.17 0.12 0.23
C -1.6963 1.0110 1.5326 1.92 -1.66 -2.59
C 3.4008 4.0935 -1.3744 -1.72 -1.60 -0.88
C 2.8201 5.7942 1.9013 -0.87 0.14 1.02
C 0.1681 -1.1679 -3.3485 -0.45 -0.97 -1.00
C -3.0472 -1.6453 3.4890 1.10 1.24 0.51
C 1.6122 5.6821 0.7623 -0.62 0.00 0.46
C -0.7945 -4.0777 0.2237 -0.12 -0.28 0.16
C -2.4087 -3.7013 8.2940 0.28 0.12 0.01
C 2.1251 6.2004 3.3665 0.16 -0.42 -0.50
C -0.0439 3.3790 1.1856 -1.10 3.00 2.86
C 0.6793 -0.5938 -6.0073 -4.39 2.57 -1.59
C 1.1790 -0.4469 -4.4188 -0.30 1.47 -0.34
C -1.7285 -2.9221 -0.4865 1.49 0.76 -1.38
C -2.1120 -0.5523 1.1245 2.20 0.75 -1.60
C 0.5395 5.0004 12.7745 0.22 -0.12 -0.05
C -0.8734 -3.1372 4.1094 5.59 -3.34 -1.33
C 1.6899 1.8063 -1.0424 3.10 -1.28 -3.79
C 1.9614 6.0878 7.3083 -0.10 -0.17 -0.25
C -3.2516 -5.8178 -5.4783 0.22 -0.14 -0.07
C -1.2768 -1.3742 -0.0423 0.45 3.75 1.72
H 1.2864 4.2048 12.6827 -0.36 0.37 0.04
H 2.9885 -1.2551 -12.3701 -0.35 0.37 0.04
H 3.4270 3.7359 -2.5114 -0.08 0.52 2.55
H -3.0763 -3.6460 4.6179 1.68 0.98 -1.93
H 3.3475 4.7472 2.1056 -0.95 2.46 -0.63
H 1.8521 5.7286 6.2797 0.03 0.11 0.42
H 0.3359 -3.7218 0.3536 -2.58 -0.69 -0.45
H -1.8798 -6.0609 -0.5015 2.10 1.30 -0.52
H -0.0702 -6.2710 -0.0042 -1.64 1.73 -1.31
H 0.6856 -2.2508 5.1485 -2.31 -0.45 -0.45
H -8.4997 -0.7548 6.5623 0.43 -0.28 -0.02
H 2.3085 -0.7447 -4.2808 -2.40 0.28 -0.40
H 3.3362 5.2599 -1.4047 0.39 -2.38 0.62
H 6.0439 1.4866 -1.1879 -0.50 1.76 -1.12
H 1.2144 6.9270 3.2555 1.61 -1.61 0.11
H -2.8812 -3.1044 -0.4052 2.30 0.46 0.18
H -1.4762 -2.9794 -1.6521 -0.66 0.18 2.46
H -1.4330 -3.2225 8.1608 -0.45 -0.20 0.02
H -1.9205 -6.2715 4.6449 -0.14 -0.34 -0.23
H -4.3048 -0.5158 1.9192 2.17 -1.55 -0.13
H -3.9680 -1.3972 4.2071 1.99 -0.82 -1.82
H 3.5920 6.6383 1.6102 -1.49 -1.93 0.59
H 2.4666 -0.7409 -7.0228 -1.82 -1.12 0.50
H -2.7370 -3.7913 2.7689 1.32 1.04 1.88
H 1.8522 6.3203 -0.2163 -0.33 -1.77 2.09
H 0.7561 -2.6391 -1.7114 -0.07 2.77 0.14
H -2.1832 -0.9010 3.8406 -2.01 -1.54 -0.71
H 1.1168 0.7253 -4.2010 0.23 -2.55 -0.62
H -0.8650 -0.5757 -3.2661 2.50 -1.13 -0.12
H 2.0257 -1.2574 -1.8519 -2.77 0.03 0.00
H -3.7769 -2.2440 1.3840 1.06 1.90 0.70
H -2.5048 -6.6133 -5.5701 -0.35 0.36 0.07
H -1.2030 -4.2833 1.3006 0.92 0.29 -1.98
H -0.1312 -2.2177 -3.8314 0.66 2.14 1.17
H 0.6820 6.2447 1.2561 1.83 -1.69 -1.26
H -2.8364 1.2322 -8.2858 -0.05 -0.42 -0.28
H 2.8846 6.7093 4.0988 -1.33 -1.38 -1.27
H 3.9205 2.7473 1.4430 0.96 -0.55 -1.17
H 8.4502 2.7479 -14.0417 -0.46 -0.23 0.06

[2]
10
Properties=species:S:1:pos:R:3:forces:R:3 method="wB97M-V/def2-TZVPD" e_tot_ha=-392.56643 gap_ev=8.7 largest_force_ev_per_a=5.15 homo_energy_ev=-9.07 charge=0 smiles="O/N=c1/cn[nH]o1" lumo_energy_ev=-0.40
O 1.6294 1.6714 -1.1510 -2.19 -2.86 0.03
O -0.5210 0.7240 -0.1933 0.27 -0.58 0.74
N -1.6281 -0.1750 0.1073 0.37 0.45 -1.58
N 1.8431 0.3301 -0.5327 -4.38 0.60 2.64
N -1.2376 -1.2802 0.7456 4.06 1.18 0.07
C 0.6503 0.0153 0.1126 1.18 0.88 -3.06
C 0.0882 -1.1773 0.7588 0.79 -2.32 -0.15
H 0.8013 -2.0104 0.9831 -1.26 0.72 0.26
H 0.6489 1.5266 -1.4332 2.26 1.14 0.23
H -2.2745 0.3756 0.6029 -1.10 0.78 0.83

[3]
88
Properties=species:S:1:pos:R:3:forces:R:3 method="wB97M-V/def2-TZVPD" e_tot_ha=-1810.30785 gap_ev=4.4 largest_force_ev_per_a=2.31 homo_energy_ev=-3.33 charge=-1 lumo_energy_ev=1.10
O 2.7776 -4.4434 0.4390 0.73 -0.10 0.50
O 1.8392 -4.7592 2.4651 0.27 0.08 -0.70
O 4.3171 2.9878 -0.2537 -1.20 -0.74 -0.11
N -5.4005 1.8583 -0.6346 -0.47 0.52 0.35
N -5.6406 -5.2959 3.5389 1.68 -0.08 -0.90
C -4.1472 1.3187 -0.7289 1.09 -0.53 -0.03
C 5.5931 0.3558 0.3934 -0.12 0.13 0.26
C 0.9677 0.6188 -0.7093 -1.15 -1.00 0.00
C -4.8428 -0.6609 0.7093 -0.50 -0.52 0.15
C -1.8496 1.4332 -1.5166 0.29 -0.61 0.63
C 2.2936 0.1028 -0.9018 0.72 -0.32 0.23
C -3.2300 -4.9150 1.0027 0.05 -0.04 -0.13
C -6.0043 0.2399 1.1331 0.29 -0.06 0.12
C 0.3199 4.7201 0.2532 -0.12 0.01 0.01
C 2.4554 4.5705 1.5232 0.13 -0.19 0.12
C 0.8706 2.0142 -0.3882 0.08 0.98 0.11
C 5.1532 -4.6240 0.2348 0.39 -0.21 -0.26
C -3.1166 1.9779 -1.4601 -0.23 -0.63 0.44
C 3.9964 -4.5763 1.2043 -0.15 0.19 -0.11
C 5.6343 1.0118 -2.0014 -0.07 0.26 -0.09
C 2.4795 5.2222 -0.8743 0.16 -0.12 -0.19
C -3.3192 -5.2083 2.3771 -0.59 0.06 -0.07
C 0.4174 -4.3999 0.5708 1.33 -0.08 0.27
C -0.1547 -0.2337 -0.7397 2.03 1.07 -0.24
C 1.6825 -4.5443 1.2559 -1.55 -0.01 0.36
C 1.7950 4.3245 0.1621 0.00 -0.26 0.00
C -3.3950 3.2481 -2.1906 -0.15 0.41 -0.60
C 3.2939 2.2768 -0.4125 1.30 0.79 0.16
C -1.4935 0.2279 -0.8412 -1.97 0.54 -0.44
C -4.5951 -5.2879 3.0081 -1.65 0.08 0.84
C -3.8333 0.0675 -0.1149 0.05 0.60 -0.49
C 4.7479 -1.2167 -1.3449 -0.05 -0.15 0.03
C -2.1459 -5.3656 3.1256 0.21 -0.07 -0.14
C -2.0048 -4.7215 0.4118 0.04 0.04 -0.03
C -2.5798 -0.4854 -0.2649 1.01 0.45 0.00
C -0.9162 -5.1668 2.5461 -0.13 -0.10 0.00
C 4.8391 0.2525 -0.9353 -0.30 0.04 -0.05
C 1.9482 2.8387 -0.2308 -0.78 -0.17 -0.11
C 3.4242 0.8534 -0.7663 -0.25 -0.61 -0.22
C -0.7902 -4.7583 1.1728 -0.42 0.12 0.23
C -5.7848 2.9914 -1.4748 -0.09 -0.25 -0.10
C -6.4867 1.0852 -0.0360 -0.01 -0.03 -0.25
C -4.6428 3.9753 -1.6840 0.33 -0.03 0.17
H -6.1293 2.6283 -2.4604 0.03 0.03 0.12
H -5.2180 -1.5227 0.1338 -0.01 0.16 0.19
H 3.5420 4.9711 -0.9270 -0.20 0.15 -0.05
H -6.9458 0.4297 -0.7983 0.06 0.06 0.11
H -1.0935 1.9424 -2.1106 -0.09 -0.03 0.12
H 3.5186 4.3219 1.4639 -0.18 0.10 0.09
H -1.9246 -4.5456 -0.6670 -0.12 0.04 0.38
H 2.3455 5.6228 1.8099 0.00 -0.12 0.00
H 4.0642 -3.7267 1.9015 0.03 -0.24 -0.21
H -5.6637 0.8833 1.9551 -0.12 0.04 -0.20
H -3.5260 3.0028 -3.2575 0.00 0.18 0.16
H 0.0181 -1.3047 -0.6587 0.04 0.00 -0.08
H 4.9635 -4.0199 -0.6588 0.05 -0.05 0.23
H -4.9354 4.7428 -2.4085 -0.07 -0.10 0.14
H 0.4319 -4.0468 -0.4567 0.02 -0.27 0.03
H 5.3473 -5.6544 -0.0847 -0.12 0.16 -0.10
H 0.2228 5.7861 0.4976 0.12 -0.19 -0.03
H 5.7479 -1.6593 -1.4527 -0.16 0.21 0.05
H 4.2310 -1.3181 -2.3082 0.08 -0.07 0.16
H 2.3648 -0.9528 -1.1718 -0.02 0.29 0.16
H -2.5219 3.9121 -2.1243 -0.19 -0.13 -0.06
H 2.3702 6.2764 -0.5923 -0.03 -0.13 -0.06
H 5.6946 1.4063 0.6765 0.07 -0.19 0.01
H 5.0425 -0.1631 1.1860 0.14 -0.02 -0.06
H -0.1937 4.1503 1.0375 0.01 0.10 -0.15
H 6.6344 0.5768 -2.1044 -0.11 -0.02 -0.02
H -4.3525 -1.0748 1.6030 -0.17 0.04 -0.28
H 6.5898 -0.0878 0.2959 -0.10 -0.01 0.03
H -0.1913 4.5511 -0.7039 0.02 0.03 0.17
H -2.3877 -1.4761 0.1435 0.00 0.12 0.18
H 5.7332 2.0594 -1.7089 0.05 -0.16 -0.14
H 5.1251 0.9618 -2.9691 0.08 -0.01 0.02
H -0.0137 -5.3059 3.1241 -0.16 0.12 -0.07
H -2.2294 -5.6620 4.1726 0.09 0.13 -0.24
H -6.6426 3.4934 -1.0084 0.18 -0.14 -0.02
H -7.2664 1.7852 0.2887 0.17 -0.06 -0.05
H 2.0344 5.0659 -1.8630 0.03 0.11 0.05
H 6.0761 -4.2740 0.7117 -0.15 0.05 -0.06
H 4.2073 -1.8013 -0.5894 0.11 0.03 -0.19
H -6.8227 -0.3727 1.5220 0.03 0.13 -0.07
H -4.1437 -4.8624 0.4066 0.22 0.01 0.17
H 3.9657 -5.4936 1.8084 -0.10 0.34 -0.12
H -4.4042 4.4912 -0.7439 -0.13 -0.17 -0.09
H 1.9927 3.9403 2.2909 0.04 0.12 -0.03
H -0.1291 2.4127 -0.2235 0.37 -0.15 0.09

[4]
72
Properties=species:S:1:pos:R:3:forces:R:3 method="wB97M-V/def2-TZVPD" e_tot_ha=-2610.03442 gap_ev=7.1 largest_force_ev_per_a=6.68 homo_energy_ev=-11.11 charge=+1 lumo_energy_ev=-4.01
P -2.7642 0.6071 7.0300 2.07 -4.82 -4.08
P 1.6707 1.7041 0.0461 -5.85 -0.40 -3.20
F 4.4981 -1.1604 -6.4962 -0.15 -0.34 0.35
F 3.5142 0.1613 -7.8367 -0.19 0.24 -0.40
F 1.1618 -1.4845 -5.7127 0.02 -0.09 -0.09
F 4.8524 -1.3687 -8.5894 -0.01 0.08 -0.50
O -4.3079 0.1615 7.3433 0.85 2.20 1.07
O -2.1218 -0.7696 7.6234 -0.67 0.80 0.25
O 1.1873 1.7981 1.4509 3.29 0.12 0.36
O -1.6203 1.5570 6.9314 -2.05 1.53 2.11
O -2.9331 0.1858 5.4470 -0.51 0.42 0.44
O 1.0378 3.0033 -0.7078 0.97 -0.44 0.29
O 2.7586 1.3981 -1.1431 0.95 0.41 2.34
O 2.2848 -2.8362 -4.3335 -0.58 0.49 -1.29
O 0.6753 0.5235 -0.5284 0.80 -0.05 0.09
N 2.0899 -1.0901 -9.7815 1.14 -0.98 -0.74
N 2.8271 -2.0105 -7.7672 0.22 -0.75 0.80
N -0.2589 -2.1925 -9.4978 0.46 -0.13 -0.07
N 0.9024 -2.7976 -8.8337 -1.40 0.88 1.31
C 2.9133 4.5494 -0.9979 0.07 -0.12 0.02
C 1.9581 -1.9699 -8.7713 -0.13 0.12 -0.91
C -2.8638 -0.8684 9.9526 -0.09 0.08 -0.04
C -5.8722 0.0996 5.4567 0.11 0.17 -0.33
C 3.9269 -1.0797 -7.6815 0.62 0.38 0.27
C -1.6937 -0.8102 8.9874 0.06 -0.01 0.32
C 1.5411 4.3070 -0.3961 0.14 0.31 0.06
C -2.3969 1.0031 4.4053 0.30 -0.05 -0.15
C -1.0472 0.4907 3.9499 0.12 -0.14 0.02
C 2.6783 -0.8096 -2.1934 -0.13 -0.22 0.27
C -0.0002 -0.3698 0.3613 -0.31 0.04 0.17
C 2.7453 -2.9934 -6.6744 -0.87 0.12 -0.06
C 3.3943 0.1015 -1.2106 0.14 -0.10 -0.26
C -5.3990 0.8526 6.6881 -0.36 -0.07 -0.05
C -1.4152 0.0954 0.6294 -0.23 0.06 -0.28
C 2.0649 -2.4361 -5.4289 0.99 -0.82 1.37
H -0.3734 0.3222 4.7893 -0.07 0.21 0.11
H -3.4361 0.0618 9.9394 0.03 0.00 0.04
H 2.9113 4.3202 -2.0636 -0.05 0.04 -0.01
H -2.0211 0.0065 -0.2749 0.02 -0.05 0.00
H -0.3448 -1.2479 -9.1211 0.00 0.09 -0.11
H 3.3662 -1.5542 -2.5928 0.14 0.13 0.03
H 0.5570 -0.4929 1.2895 0.00 0.17 0.04
H -2.5120 -1.0360 10.9715 0.04 0.02 -0.02
H 1.8734 -1.3584 -1.7103 -0.09 0.09 -0.05
H -5.3122 0.3917 4.5711 0.10 -0.09 0.03
H -2.3388 2.0450 4.7172 0.10 -0.03 0.13
H 2.2413 -0.2403 -3.0140 0.11 0.09 0.01
H -6.9204 0.3256 5.2534 -0.03 -0.04 0.16
H 0.5742 -3.0815 -7.9169 0.48 -0.42 0.05
H 2.1452 -3.8533 -6.9719 0.06 0.00 -0.27
H -1.4508 1.1430 0.9256 0.18 -0.03 0.14
H -5.1148 1.8778 6.4439 0.01 -0.01 0.00
H 3.0678 -0.9428 -10.0226 -0.01 0.73 0.30
H -3.5469 -1.6725 9.6799 0.04 -0.04 0.00
H -5.7514 -0.9751 5.5827 -0.07 0.01 0.12
H -6.2102 0.8970 7.4143 0.16 0.02 0.14
H 3.4563 -0.3525 -0.2204 -0.01 -0.01 0.00
H 1.5600 4.4481 0.6883 -0.04 -0.05 -0.02
H 0.8279 5.0192 -0.8095 -0.10 -0.14 -0.01
H -0.5784 1.1946 3.2615 0.03 -0.03 -0.02
H -1.0863 -1.7087 9.0929 0.00 0.00 -0.17
H 1.6855 -1.4734 -10.6349 -0.75 0.38 0.12
H -1.0531 0.0505 9.2015 0.00 -0.01 -0.06
H -1.0539 -2.6819 -9.1003 -0.09 -0.33 -0.42
H 3.2124 5.5894 -0.8625 -0.03 -0.01 0.04
H -1.1608 -0.4685 3.4432 0.00 -0.01 0.01
H 4.4122 0.2784 -1.5586 -0.02 0.17 0.12
H 3.7182 -3.4067 -6.4406 0.15 0.22 0.15
H 3.6697 3.9148 -0.5308 0.00 0.05 0.02
H -1.8739 -0.5038 1.4142 -0.04 -0.03 -0.04
H -0.0243 -1.3497 -0.1245 0.07 0.08 -0.13
H -3.1029 0.9627 3.5697 -0.09 -0.11 0.10